17
Properties=species:S:1:pos:R:3 method="wB97M-V/def2-TZVPD" gap_ev="7.766 / 7.765" homo_energy_ev="-7.080 / -7.079" e_lumo_ha="0.025 / 0.025" e_above_lowest_ev=5.106 largest_force_ev_per_a=4.7
C 0.57737 -1.76339 1.10294
C -0.65795 2.67645 -0.83661
C 1.04875 -0.42922 0.37085
C -1.17413 -0.22860 -0.44506
N 0.19431 1.69882 -0.21997
N -0.07718 0.43469 -0.08774
O 0.31898 -2.68505 0.11113
H 1.33607 -2.00526 1.76659
H -0.08647 2.89772 -1.75367
H -1.75658 2.44098 -0.98575
H -0.69536 3.53184 -0.20509
H 1.49239 0.15419 1.21463
H -0.36709 -1.56786 1.61442
H 1.81007 -0.69269 -0.29839
H -2.00881 0.20835 -0.80378
H -0.94155 -1.28415 -0.53765
H 0.98719 -3.38684 -0.00687



51
Properties=species:S:1:pos:R:3 method="wB97M-V/def2-TZVPD" gap_ev=4.468 homo_energy_ev=-8.827 e_lumo_ha=-0.160 total_charge=+1 e_above_lowest_ev=5.831 largest_force_ev_per_a=3.3
C 5.54864 -0.24705 -3.42619
C 4.28229 0.27181 -3.73829
C 3.27044 0.28947 -2.77740
C 3.49649 -0.22268 -1.47523
C 2.43917 -0.23103 -0.49839
O 2.95121 -0.38520 0.75639
C 2.13186 -0.20801 1.85783
C 0.74544 0.02604 1.69730
C 0.00573 0.27127 2.89394
C 0.62934 0.17284 4.13566
C 1.98464 -0.18571 4.23200
C 2.75415 -0.36864 3.08836
C 0.18662 -0.01666 0.38396
C 1.05640 -0.05020 -0.70494
C 4.78825 -0.71821 -1.16856
C 5.79518 -0.73899 -2.13108
H 6.34570 -0.28616 -4.17785
H 4.08964 0.65183 -4.74675
H 2.28725 0.70049 -3.01452
H -1.04696 0.58229 2.82616
H 0.05029 0.34789 5.05170
H 2.44652 -0.34425 5.20493
H 3.80380 -0.67610 3.10842
H -1.20575 0.45886 0.60418
H 0.68564 0.11382 -1.71627
H 4.98837 -1.11338 -0.17266
H 6.77390 -1.15102 -1.86611
C -2.99468 1.96533 1.01306
C -3.57816 1.32423 -0.24212
C -5.08523 1.19355 -0.10209
C -3.24771 2.17719 -1.45598
N -2.94512 -0.00746 -0.42834
C -1.70310 -0.35937 -0.03235
N -1.61255 -1.67937 -0.09385
C -0.58680 -2.58429 0.40587
C -2.77997 -2.18267 -0.65417
C -3.59583 -1.13291 -0.88470
H -1.91760 2.17461 0.93431
H -3.48071 2.94209 1.15442
H -3.20077 1.35011 1.90391
H -5.55320 0.83435 -1.02086
H -5.36986 0.54453 0.73270
H -5.48313 2.19105 0.10267
H -3.70019 1.73611 -2.35229
H -3.66832 3.17648 -1.29774
H -2.16332 2.26237 -1.59532
H -0.19493 -2.25832 1.39150
H -1.09851 -3.54422 0.52216
H 0.25187 -2.71082 -0.30108
H -2.96298 -3.24223 -0.69141
H -4.61343 -1.11366 -1.23491



63
Properties=species:S:1:pos:R:3 method="wB97M-V/def2-TZVPD" gap_ev=5.967 homo_energy_ev=-4.102 e_lumo_ha=0.069 total_charge=-1 e_above_lowest_ev=0.000 largest_force_ev_per_a=2.2
C 1.93443 -1.59105 2.78240
C 1.65441 -0.40305 2.65876
C 1.44296 1.11231 2.35945
C 0.91899 1.38891 0.86153
C -0.35242 0.49174 0.46244
Nb 0.11031 -0.94025 -1.27556
C 1.07844 0.72347 -2.54356
O 2.13590 0.27064 -3.43558
C 3.34259 -0.02487 -2.73840
C 4.39975 -0.48891 -3.86135
H 2.12106 -2.68509 2.61544
H 2.47839 1.59899 2.41044
H 0.81440 1.62001 3.14956
H 1.79685 1.10571 0.19057
H 0.66188 2.49805 0.71140
H -1.20160 1.20510 0.17402
H -0.71336 -0.09612 1.37594
H -1.52011 -0.56874 -2.00925
H 0.51323 -2.11411 -2.63400
H 1.70225 -1.31693 -0.41150
H -0.73664 -2.25555 -0.31665
H 1.38411 1.64307 -1.92335
H 0.23829 1.10494 -3.22641
H 3.26117 -0.91236 -2.02830
H 3.79450 0.85985 -2.18538
H 4.32335 0.13387 -4.80262
H 4.22538 -1.56987 -4.17706
H 5.46545 -0.35626 -3.47316
C 3.11336 5.43164 2.66522
N 1.82687 4.68741 2.70490
O 1.27676 4.46536 1.64275
O 1.41862 4.35390 3.80366
H 3.35270 5.66185 1.62982
H 2.98221 6.34443 3.24361
H 3.87637 4.79159 3.10474
C -4.54235 0.52113 -4.56407
N -3.48151 0.47303 -3.52488
O -3.73639 -0.12756 -2.49414
O -2.43337 1.04346 -3.78540
H -5.41316 -0.01994 -4.20184
H -4.78234 1.56894 -4.73360
H -4.14730 0.05477 -5.46534
C 2.81897 -5.50722 3.29696
N 3.23924 -6.92082 3.49187
O 3.44914 -7.58655 2.49432
O 3.34335 -7.31044 4.64247
H 2.76832 -5.29939 2.23057
H 1.84068 -5.38884 3.75963
H 3.56288 -4.87471 3.77839
C -3.55546 -1.91695 2.31565
N -2.49622 -2.93188 2.07954
O -2.85099 -4.09558 1.94544
O -1.35547 -2.52690 2.03578
H -4.52174 -2.41568 2.32979
H -3.34992 -1.44535 3.27508
H -3.50477 -1.19518 1.50119
C -4.31896 3.16178 -0.97903
N -5.53697 2.38241 -1.32636
O -6.00628 2.53786 -2.44389
O -5.97836 1.64257 -0.46927
H -4.03950 3.77393 -1.83305
H -4.56213 3.78473 -0.12007
H -3.53024 2.44871 -0.74025



60
Properties=species:S:1:pos:R:3 method="wB97M-V/def2-TZVPD" gap_ev=8.796 homo_energy_ev=-8.222 e_lumo_ha=0.021 e_above_lowest_ev=0.532 largest_force_ev_per_a=0.6
C -3.37868 -6.49965 -4.78534
C -3.07306 -5.16332 -4.18101
C -3.89941 -4.07171 -4.42582
C -3.64711 -2.83758 -3.85605
C -2.54956 -2.67049 -3.02473
C -1.70043 -3.75370 -2.79255
C -1.96676 -4.98868 -3.36157
N -0.55614 -3.53087 -2.01886
C -0.34461 -2.40186 -1.31609
O 0.70011 -2.19198 -0.72732
C -1.54310 -1.44891 -1.27337
C -1.13130 -0.00004 -0.99238
C -1.13826 0.34846 0.49768
O -1.90902 1.16034 0.96841
N -0.23507 -0.34010 1.21077
C 0.01277 -0.12173 2.61409
C 1.46040 0.32679 2.85150
N 1.66615 1.69214 2.40864
C 1.44853 2.67343 3.45863
C 0.89015 3.99577 2.91434
C -0.58811 3.85215 2.56830
C 1.09103 5.11258 3.93681
C 2.90983 1.88654 1.68542
C 2.78495 1.47623 0.21207
C 4.14789 1.55111 -0.47157
C 1.77422 2.37338 -0.49471
O -2.28255 -1.44620 -2.48673
H -4.20400 -6.97098 -4.25168
H -3.67475 -6.39097 -5.82634
H -2.51680 -7.15942 -4.73137
H -4.75708 -4.19112 -5.07018
H -4.28488 -1.99026 -4.04794
H -1.29527 -5.81310 -3.16884
H 0.17677 -4.22922 -2.02688
H -2.20000 -1.81404 -0.46040
H -0.13784 0.18715 -1.40201
H -1.85054 0.64891 -1.49275
H 0.38989 -0.96707 0.71559
H -0.17780 -1.04923 3.16726
H -0.68533 0.64809 2.94756
H 2.11750 -0.34046 2.28773
H 1.70126 0.20251 3.91962
H 0.72447 2.26557 4.16725
H 2.38380 2.86694 4.01402
H 1.43588 4.25465 2.00257
H -0.75347 3.00530 1.90941
H -0.95323 4.74936 2.07367
H -1.17463 3.69979 3.47240
H 0.67927 6.04686 3.56229
H 2.14811 5.26405 4.14781
H 0.58715 4.86670 4.86964
H 3.16908 2.94634 1.72269
H 3.73998 1.32903 2.15478
H 2.42720 0.44284 0.16237
H 4.86244 0.88983 0.01447
H 4.06540 1.25732 -1.51542
H 4.53799 2.56636 -0.43099
H 0.82586 2.35090 0.03404
H 1.61816 2.04464 -1.52007
H 2.13254 3.40061 -0.51890



22
Properties=species:S:1:pos:R:3 method="wB97M-V/def2-TZVPD" gap_ev=8.930 homo_energy_ev=-12.715 e_lumo_ha=-0.139 total_charge=+1 e_above_lowest_ev=3.574 largest_force_ev_per_a=8.3
C 2.76396 -0.56721 -1.09939
C 2.01903 -0.41157 -0.00302
C 0.81984 0.50589 -0.10623
N 0.79080 1.71731 1.04357
C -0.44201 -0.22310 0.07910
C -0.51004 -1.49195 0.71627
C -1.76581 -2.01981 0.37782
C -2.46546 -1.19275 -0.52306
N -1.58836 -0.06944 -0.58468
C -1.92304 1.15453 -0.71081
O -1.40615 2.11388 -0.16315
H 3.75782 -1.09974 -1.09240
H 2.58327 -0.26315 -2.09360
H 2.37128 -0.69779 1.05756
H 0.88318 1.17397 -0.96624
H 0.99756 1.49781 2.04200
H -0.11739 2.28949 0.98278
H 1.59712 2.33091 0.95212
H 0.16333 -2.04666 1.41938
H -2.10823 -3.04854 0.70505
H -3.51630 -1.04920 -0.74033
H -2.90442 1.39712 -1.29275